1.
{"formula": "C4H5NO", "method": "wB97M-V/def2-TZVPD", "molar_mass_g_mol": 83.09, "energy_ha": -285.3221, "smiles": "C#C/C=C(\\N)O", "lumo_energy_ev": 0.8, "de_lowest_kcal_mol": 58.0, "homo_energy_ev": -7.52, "symbols": ["N", "C", "O", "C", "C", "C", "H", "H", "H", "H", "H"], "xyz": [[1.168, 1.075, -0.511], [0.056, 0.409, -0.858], [-0.206, 0.300, -2.172], [-0.862, -0.170, -0.020], [-0.518, -0.730, 1.224], [-0.191, -1.275, 2.251], [1.882, 1.331, -1.173], [1.313, 1.256, 0.469], [-1.901, -0.006, -0.286], [-0.836, -0.444, -2.082], [0.094, -1.745, 3.160]], "forces_ev_per_angstrom": [[0.0, -0.2, 0.0], [0.0, 0.0, 0.4], [-0.2, 0.1, 0.1], [0.1, 0.3, 0.4], [0.2, 0.1, 0.7], [-0.1, 0.2, -0.1], [-0.1, -0.2, 0.0], [0.0, 0.0, -0.1], [0.0, -0.6, -0.2], [0.1, 0.4, -1.0], [0.0, 0.0, 0.0]], "lowdin_charge": [0.186, -0.469, 0.076, -0.140, -0.202, 0.083, 0.115, 0.117, 0.106, 0.118, 0.009]}

***

2.
{"formula": "C4H5NO", "method": "wB97M-V/def2-TZVPD", "molar_mass_g_mol": 83.09, "energy_ha": -285.3290, "smiles": "O=C1C[C@H]2N[C@@H]12", "lumo_energy_ev": 1.0, "de_lowest_kcal_mol": 53.7, "homo_energy_ev": -9.62, "symbols": ["O", "C", "C", "C", "N", "C", "H", "H", "H", "H", "H"], "xyz": [[0.987, -0.572, 2.055], [0.571, -0.181, 1.001], [0.843, -0.561, -0.463], [-0.374, 0.275, -0.835], [-1.553, 0.019, -0.042], [-0.485, 0.816, 0.548], [1.760, -0.013, -0.722], [0.911, -1.600, -0.780], [-0.525, 0.861, -1.732], [-1.586, -0.929, 0.328], [-0.549, 1.884, 0.642]], "forces_ev_per_angstrom": [[-0.2, 0.4, -0.5], [0.2, -0.2, 0.3], [0.1, -0.4, -0.1], [0.1, 0.0, -0.4], [-0.1, -0.2, 0.0], [0.2, 0.5, -0.2], [-0.1, -0.2, -0.1], [0.1, -0.1, 0.1], [0.2, -0.1, 0.0], [0.0, 0.2, 0.1], [-0.5, 0.1, 1.0]], "lowdin_charge": [0.116, -0.348, -0.045, -0.261, 0.084, -0.165, 0.129, 0.109, 0.136, 0.110, 0.135]}

***

3.
{"formula": "C4H5NO", "method": "wB97M-V/def2-TZVPD", "molar_mass_g_mol": 83.09, "energy_ha": -285.2071, "smiles": "CC#[N+][O-].C#C", "lumo_energy_ev": 0.6, "de_lowest_kcal_mol": 130.2, "homo_energy_ev": -9.40, "symbols": ["C", "C", "N", "O", "C", "C", "H", "H", "H", "H", "H"], "xyz": [[1.783, -0.327, -0.370], [0.509, 0.375, -0.122], [-0.014, 1.455, -0.069], [-1.103, 1.977, 0.139], [-2.184, 0.046, 0.473], [-1.316, -0.811, 0.334], [2.490, 0.320, -0.900], [2.246, -0.651, 0.566], [1.600, -1.207, -0.989], [-3.050, 0.649, 0.625], [-0.961, -1.825, 0.312]], "forces_ev_per_angstrom": [[0.0, -0.1, 0.0], [-0.2, 0.6, 0.0], [0.2, -0.7, 0.0], [0.0, -0.2, 0.0], [0.4, -0.3, -0.1], [-0.3, 0.4, 0.1], [-0.2, 0.0, 0.1], [-0.1, 0.0, -0.1], [0.0, 0.1, 0.1], [0.1, -0.1, 0.0], [0.0, 0.3, 0.0]], "lowdin_charge": [-0.057, -0.127, -0.122, -0.057, 0.031, -0.018, 0.087, 0.082, 0.078, 0.050, 0.053]}

***

4.
{"formula": "C4H5NO", "method": "wB97M-V/def2-TZVPD", "molar_mass_g_mol": 83.09, "energy_ha": -285.2683, "smiles": "O=c1cc1.C=N", "lumo_energy_ev": 1.0, "de_lowest_kcal_mol": 91.8, "homo_energy_ev": -9.13, "symbols": ["O", "C", "N", "C", "C", "C", "H", "H", "H", "H", "H"], "xyz": [[-0.756, 1.440, 1.418], [-0.637, 0.250, 1.341], [0.904, 1.123, -0.840], [0.498, 0.480, -1.852], [-0.831, -1.119, 0.723], [-0.250, -0.959, 1.915], [1.413, 1.972, -1.100], [-0.102, -0.427, -1.694], [0.695, 0.763, -2.894], [-1.069, -2.059, 0.203], [0.133, -1.464, 2.781]], "forces_ev_per_angstrom": [[-0.4, -0.8, -0.4], [-0.2, 0.1, 0.0], [0.1, -0.2, -0.5], [0.1, 0.1, 0.1], [0.2, 0.1, 0.6], [0.1, 0.0, 0.4], [0.0, -0.2, 0.0], [0.3, 0.2, -0.1], [-0.1, 0.0, 0.1], [-0.2, 0.8, -0.4], [0.2, -0.2, 0.1]], "lowdin_charge": [0.055, -0.448, 0.041, -0.123, 0.071, 0.037, 0.056, 0.043, 0.063, 0.100, 0.105]}

***

5.
{"formula": "C4H5NO", "method": "wB97M-V/def2-TZVPD", "molar_mass_g_mol": 83.09, "energy_ha": -285.2603, "lumo_energy_ev": 0.3, "de_lowest_kcal_mol": 96.8, "homo_energy_ev": -9.08, "symbols": ["N", "C", "C", "C", "C", "O", "H", "H", "H", "H", "H"], "xyz": [[2.031, -0.240, -0.381], [0.949, -0.165, 0.262], [0.270, 1.118, 0.173], [-0.749, 0.465, -0.430], [-1.065, -0.765, 0.453], [0.243, -1.168, 0.896], [2.002, 0.237, -1.276], [0.761, 2.070, 0.359], [-1.151, 0.550, -1.435], [-1.561, -1.579, -0.076], [-1.684, -0.467, 1.314]], "forces_ev_per_angstrom": [[0.2, -1.8, 0.0], [1.4, 0.3, 0.6], [-0.8, -0.1, 0.1], [-0.9, 0.6, 0.0], [-0.1, -0.1, -0.3], [0.3, 0.3, -0.1], [0.4, 0.6, 0.7], [-0.2, -0.3, -1.1], [-0.8, 0.7, 0.4], [0.3, -0.1, 0.0], [0.1, -0.1, -0.3]], "lowdin_charge": [0.158, -0.527, 0.004, -0.037, -0.139, -0.009, 0.065, 0.119, 0.117, 0.121, 0.127]}

***

6.
{"formula": "C4H5NO", "method": "wB97M-V/def2-TZVPD", "molar_mass_g_mol": 83.09, "energy_ha": -285.2965, "smiles": "N#CC[C@H]1CO1", "lumo_energy_ev": 0.7, "de_lowest_kcal_mol": 74.1, "homo_energy_ev": -10.19, "symbols": ["N", "C", "C", "C", "C", "O", "H", "H", "H", "H", "H"], "xyz": [[-0.841, -0.679, -1.835], [0.000, 0.072, -1.582], [0.826, 0.762, -0.585], [-0.090, 0.437, 0.640], [-0.585, -0.934, 0.693], [0.411, 0.010, 1.818], [0.921, 1.836, -0.757], [1.816, 0.292, -0.534], [-0.891, 1.180, 0.722], [-1.618, -1.195, 0.965], [0.051, -1.780, 0.455]], "forces_ev_per_angstrom": [[0.4, 0.5, -1.2], [-0.5, -0.4, 0.0], [-0.2, -0.1, -0.1], [-0.3, 0.3, -0.9], [1.2, 0.4, 2.4], [-1.2, -1.7, -0.4], [0.1, -0.2, 0.0], [-0.2, 0.1, 0.2], [0.1, 0.2, -0.1], [0.6, 0.5, 0.3], [0.0, 0.4, -0.2]], "lowdin_charge": [0.158, -0.222, -0.079, -0.519, 0.082, -0.033, 0.114, 0.129, 0.150, 0.112, 0.107]}

***

7.
{"formula": "C4H5NO", "method": "wB97M-V/def2-TZVPD", "molar_mass_g_mol": 83.09, "energy_ha": -285.2428, "lumo_energy_ev": 0.2, "de_lowest_kcal_mol": 107.8, "homo_energy_ev": -8.40, "symbols": ["O", "C", "N", "C", "C", "C", "H", "H", "H", "H", "H"], "xyz": [[0.394, 1.478, 1.834], [-0.538, 1.010, 1.368], [1.689, -0.553, 0.062], [1.495, -0.714, -1.183], [-1.585, 0.160, -0.481], [-1.717, 0.529, 0.852], [2.659, -0.772, 0.301], [0.492, -0.503, -1.561], [2.268, -1.046, -1.888], [-2.586, -0.149, -0.840], [-2.572, 0.560, 1.535]], "forces_ev_per_angstrom": [[-1.1, -0.5, -0.6], [0.9, 0.6, 0.6], [0.2, -0.2, -0.4], [-0.1, 0.0, 0.1], [-0.3, 0.2, 0.3], [0.0, -0.1, -0.2], [-0.1, 0.0, 0.0], [0.2, 0.0, 0.0], [-0.1, 0.1, 0.2], [0.2, 0.0, 0.1], [0.1, 0.0, -0.1]], "lowdin_charge": [0.245, -0.140, 0.020, -0.137, 0.042, -0.238, 0.039, 0.005, 0.062, 0.002, 0.099]}

***

8.
{"formula": "C4H5NO", "method": "wB97M-V/def2-TZVPD", "molar_mass_g_mol": 83.09, "energy_ha": -285.2256, "lumo_energy_ev": -0.8, "de_lowest_kcal_mol": 118.6, "homo_energy_ev": -10.67, "symbols": ["C", "C", "C", "C", "N", "O", "H", "H", "H", "H", "H"], "xyz": [[0.852, -1.759, -1.429], [-0.984, -0.131, 0.547], [0.415, -0.429, 0.226], [-0.105, 0.908, -0.166], [1.195, -2.584, -2.140], [0.350, 2.130, 0.335], [-1.891, -0.649, 0.098], [-1.126, 0.145, 1.572], [1.102, -0.850, 0.861], [-0.347, 1.238, -1.285], [0.537, 1.981, 1.382]], "forces_ev_per_angstrom": [[-1.3, 3.2, 4.0], [-1.4, 0.3, -1.1], [-0.6, -1.5, -4.7], [-0.7, 0.9, -3.1], [0.3, -0.9, -0.9], [0.5, -1.3, 4.7], [1.4, 0.9, 0.3], [-0.1, -0.3, 0.8], [1.7, -0.3, 1.4], [0.6, -1.8, 2.3], [-0.6, 0.8, -3.6]], "lowdin_charge": [-0.134, -0.086, -0.035, -0.377, -0.011, -0.052, 0.145, 0.103, 0.071, 0.199, 0.177]}

***

9.
{"formula": "C4H5NO", "method": "wB97M-V/def2-TZVPD", "molar_mass_g_mol": 83.09, "energy_ha": -285.2051, "lumo_energy_ev": 0.4, "de_lowest_kcal_mol": 131.5, "homo_energy_ev": -9.29, "symbols": ["C", "C", "C", "C", "N", "O", "H", "H", "H", "H", "H"], "xyz": [[1.907, -0.076, 0.343], [-1.836, -0.449, -0.488], [-1.174, -0.235, 0.604], [0.773, 0.788, 0.563], [1.397, 0.701, -0.745], [2.779, -0.842, 0.683], [-2.917, -0.802, -0.403], [-1.397, -0.131, -1.468], [-1.081, -0.823, 1.414], [0.600, 1.692, 0.942], [0.951, 0.178, -1.447]], "forces_ev_per_angstrom": [[0.8, 0.5, 0.1], [-1.3, 0.6, -1.4], [4.6, 2.2, -1.8], [-3.3, -5.4, -1.6], [2.0, -0.5, 1.2], [-1.6, 1.0, -0.7], [1.7, -0.1, -0.5], [-0.9, 0.0, 0.7], [-0.7, -1.1, 3.4], [-0.4, 3.4, 1.9], [-0.8, -0.6, -1.3]], "lowdin_charge": [-0.406, -0.071, 0.003, -0.020, 0.103, 0.104, 0.088, 0.065, 0.011, 0.048, 0.075]}

***

10.
{"formula": "C4H5NO", "method": "wB97M-V/def2-TZVPD", "molar_mass_g_mol": 83.09, "energy_ha": -285.3019, "smiles": "C#CCC(N)=O", "lumo_energy_ev": 0.7, "de_lowest_kcal_mol": 70.7, "homo_energy_ev": -9.62, "symbols": ["N", "C", "O", "C", "C", "C", "H", "H", "H", "H", "H"], "xyz": [[-1.223, 1.096, 0.228], [-1.289, -0.259, 0.308], [-2.288, -0.847, 0.681], [0.022, -1.006, -0.050], [1.245, -0.265, -0.021], [2.235, 0.277, -0.465], [-2.066, 1.628, 0.385], [-0.384, 1.568, -0.064], [0.009, -1.971, 0.477], [0.592, -1.015, -1.146], [3.145, 0.795, -0.334]], "forces_ev_per_angstrom": [[0.0, -0.1, -0.1], [0.1, 0.0, -0.4], [0.7, 0.0, -0.3], [0.6, -0.1, -1.2], [1.2, 0.9, 0.8], [0.2, 0.2, 1.1], [0.2, -0.1, 0.0], [-0.1, -0.1, 0.0], [0.3, 0.3, -0.5], [-3.5, -1.4, 0.9], [0.4, 0.3, -0.3]], "lowdin_charge": [0.162, -0.527, 0.045, -0.086, -0.239, 0.101, 0.114, 0.089, 0.129, 0.189, 0.023]}

***

11.
{"formula": "C4H5NO", "method": "wB97M-V/def2-TZVPD", "molar_mass_g_mol": 83.09, "energy_ha": -285.2535, "lumo_energy_ev": [0.2, 0.3], "de_lowest_kcal_mol": 101.1, "homo_energy_ev": [-8.34, -8.45], "symbols": ["N", "C", "C", "C", "C", "O", "H", "H", "H", "H", "H"], "xyz": [[3.317, -0.440, 0.581], [2.231, -0.582, 0.211], [0.855, -0.747, -0.271], [-0.134, 0.111, 0.454], [-1.948, 0.817, -0.098], [-1.409, -0.312, 0.391], [0.563, -1.802, -0.171], [0.845, -0.534, -1.349], [0.093, 1.074, 0.885], [-2.882, 1.146, 0.347], [-1.531, 1.270, -0.981]], "forces_ev_per_angstrom": [[-1.0, -0.1, -0.3], [0.8, 0.2, 0.3], [0.0, 0.0, 0.0], [1.2, -0.4, 0.2], [-1.2, 0.6, -0.3], [0.0, -0.1, 0.0], [0.0, 0.2, 0.1], [0.0, 0.0, 0.0], [0.0, -0.2, 0.2], [0.2, 0.0, 0.0], [-0.1, -0.2, -0.1]], "lowdin_charge": [0.142, -0.221, -0.149, -0.184, -0.028, -0.083, 0.134, 0.128, 0.116, 0.077, 0.069]}

***

12.
{"formula": "C4H5NO", "method": "wB97M-V/def2-TZVPD", "molar_mass_g_mol": 83.09, "energy_ha": -285.2898, "lumo_energy_ev": 0.5, "de_lowest_kcal_mol": 78.3, "homo_energy_ev": -8.73, "symbols": ["N", "C", "C", "O", "C", "C", "H", "H", "H", "H", "H"], "xyz": [[-0.314, -1.258, -1.243], [0.022, -0.603, 0.013], [1.479, -0.178, 0.237], [1.400, 1.029, 0.757], [0.064, 1.525, 0.818], [-0.785, 0.628, 0.351], [0.194, -0.824, -2.005], [-0.049, -2.235, -1.211], [-0.131, -1.333, 0.827], [-0.023, 2.529, 1.211], [-1.856, 0.721, 0.244]], "forces_ev_per_angstrom": [[0.1, 0.1, 0.1], [0.0, 0.1, 0.0], [-0.4, 0.1, 0.2], [0.2, -0.2, -0.1], [-0.2, -0.1, -0.1], [0.1, 0.1, 0.1], [0.0, -0.1, 0.0], [0.1, 0.1, -0.1], [0.0, 0.1, 0.0], [0.0, -0.2, -0.1], [0.1, 0.0, 0.1]], "lowdin_charge": [0.042, -0.424, 0.028, -0.069, -0.077, -0.033, 0.073, 0.071, 0.155, 0.120, 0.113]}